16
Properties=species:S:1:pos:R:3 method="wB97M-V/def2-TZVPD" gap_ev=9.49 energy_ev=-17088.122 multiplicity=1 fmax_ev_per_a=1.66 lumo_energy_ev=0.83 smiles="[H]/N=C/N.CSC"
H 3.020 -1.055 -1.563
N 2.655 -0.154 -1.271
C 2.288 -0.183 -0.048
N 1.857 0.920 0.609
H 2.258 -1.133 0.495
H 1.042 0.902 1.218
H 1.951 1.753 0.054
C -1.391 -1.438 0.241
S -1.244 0.173 1.159
C -1.994 1.213 -0.140
H -2.428 -1.776 0.221
H -0.941 -1.249 -0.723
H -0.872 -2.163 0.868
H -1.270 1.214 -0.950
H -2.005 2.203 0.303
H -2.925 0.774 -0.473


16
Properties=species:S:1:pos:R:3 method="wB97M-V/def2-TZVPD" gap_ev="5.77 / 3.79" energy_ev=-17081.936 multiplicity=1 fmax_ev_per_a=3.29 lumo_energy_ev="-1.29 / -2.26"
C 0.123 0.381 -1.896
C 1.790 0.284 1.395
C -1.883 -0.966 0.638
N -0.776 1.081 -1.084
N 0.350 0.096 1.206
S -0.163 -1.352 0.914
H -0.192 0.396 -3.026
H 1.141 0.785 -1.665
H 0.315 -0.616 -1.524
H 2.043 0.372 0.277
H 1.853 1.291 1.849
H 2.358 -0.583 1.806
H -2.353 -0.544 1.511
H -2.413 -1.839 0.046
H -1.918 -0.242 -0.198
H -0.275 1.457 -0.250


16
Properties=species:S:1:pos:R:3 method="wB97M-V/def2-TZVPD" gap_ev=9.98 energy_ev=-7734.661 multiplicity=1 fmax_ev_per_a=4.33 lumo_energy_ev=-3.26 total_charge=+1 smiles=NC(N)[C@H]1C[NH2+]1
N -0.115 0.049 1.988
C -0.070 -0.511 0.693
N -1.268 -1.216 0.395
C 0.193 0.648 -0.199
C 1.265 0.577 -1.221
N -0.134 0.695 -1.658
H 0.543 0.791 2.230
H -0.417 -0.635 2.682
H 0.961 -1.201 0.603
H -1.129 -2.130 0.551
H -1.989 -0.962 1.075
H -0.007 1.616 0.358
H 2.103 1.394 -1.347
H 1.686 -0.348 -1.587
H -0.430 1.640 -1.797
H -0.559 -0.049 -2.281


16
Properties=species:S:1:pos:R:3 method="wB97M-V/def2-TZVPD" gap_ev="8.05 / 8.46" energy_ev=-7732.511 multiplicity=1 fmax_ev_per_a=5.24 lumo_energy_ev="-5.65 / -5.26" total_charge=+1
C 0.931 -0.867 0.280
C -0.710 1.746 0.615
C -1.425 0.087 -1.022
N 1.545 -0.887 1.431
N 1.369 -1.346 -0.836
N -1.037 0.399 0.256
H -1.691 2.257 1.140
H -0.434 2.416 -0.189
H -0.072 1.742 1.524
H -1.434 -1.084 -0.957
H -0.697 0.242 -1.970
H -2.459 0.487 -1.396
H 2.410 -1.479 1.693
H 1.040 -0.499 2.198
H 1.880 -2.188 -1.081
H 0.784 -1.027 -1.686


16
Properties=species:S:1:pos:R:3 method="wB97M-V/def2-TZVPD" gap_ev=11.09 energy_ev=-7734.793 multiplicity=1 fmax_ev_per_a=6.10 lumo_energy_ev=-3.09 total_charge=+1 smiles=CN1[C@H](N)[C@@H]1[NH3+]
C 2.115 0.025 0.216
N 0.716 -0.051 0.365
C -0.224 0.711 -0.487
N -1.357 1.246 0.231
C -0.167 -0.803 -0.546
N -1.328 -1.314 0.336
H 2.538 0.793 0.810
H 2.685 -0.934 0.550
H 2.486 0.172 -0.757
H 0.310 1.396 -1.287
H -2.020 1.613 -0.390
H -1.129 2.011 0.852
H 0.142 -1.251 -1.375
H -1.008 -1.827 1.107
H -2.157 -1.454 -0.213
H -1.603 -0.334 0.588


16
Properties=species:S:1:pos:R:3 method="wB97M-V/def2-TZVPD" gap_ev=11.27 energy_ev=-7737.480 multiplicity=1 fmax_ev_per_a=3.01 lumo_energy_ev=-3.37 total_charge=+1 smiles="CCNC(N)=[NH2+]"
C -0.244 -2.325 -0.296
C 0.273 -1.079 0.386
N -0.568 0.093 0.051
C 0.062 1.324 0.047
N -0.078 2.067 -1.036
N 0.504 1.771 1.203
H -0.566 -2.210 -1.350
H -1.098 -2.854 0.118
H 0.498 -3.112 -0.475
H 0.117 -1.319 1.443
H 1.342 -0.943 0.257
H -1.197 -0.042 -0.718
H -0.272 1.584 -1.893
H 0.096 3.057 -1.084
H 0.655 2.751 1.292
H 0.475 1.237 2.056


16
Properties=species:S:1:pos:R:3 method="wB97M-V/def2-TZVPD" gap_ev=9.66 energy_ev=-7734.786 multiplicity=1 fmax_ev_per_a=3.94 lumo_energy_ev=-4.41 total_charge=+1
C 2.207 0.129 0.108
C -2.109 1.434 1.438
C -2.542 -0.739 0.726
N 1.108 -0.041 0.447
N 3.387 0.423 -0.347
N -1.627 0.157 0.894
H 2.788 -2.657 -4.440
H -3.152 1.398 1.291
H -1.823 1.526 2.575
H -1.502 2.155 0.890
H 2.090 -2.581 -4.454
H -2.471 -1.683 0.221
H -3.511 -0.522 1.136
H 4.115 -0.302 -0.530
H 3.637 1.318 -0.562
H -0.594 -0.015 0.609


17
Properties=species:S:1:pos:R:3 method="wB97M-V/def2-TZVPD" gap_ev="3.52 / 9.78" energy_ev=-9787.237 multiplicity=2 fmax_ev_per_a=3.68 lumo_energy_ev="0.64 / 0.50"
N 0.163 0.301 0.726
C -0.782 1.205 0.770
N -0.609 2.555 0.973
N -2.077 0.875 0.527
H 0.128 -0.599 0.306
H 1.104 0.628 0.881
H 0.307 2.916 0.753
H -1.379 3.121 0.617
H -2.793 1.427 0.994
H -2.273 -0.115 0.455
C 2.246 -1.106 -0.884
C 1.233 -1.791 -1.411
O 0.038 -2.102 -0.700
H 2.920 -0.531 -1.542
H 2.363 -0.942 0.237
H 1.219 -2.181 -2.459
H -0.423 -2.865 -1.082


17
Properties=species:S:1:pos:R:3 method="wB97M-V/def2-TZVPD" gap_ev=9.16 energy_ev=-9782.423 multiplicity=1 fmax_ev_per_a=3.00 lumo_energy_ev=-4.32 total_charge=+1
C -1.615 0.110 -0.141
C -0.245 -0.008 -0.837
C 2.671 0.130 0.253
N 2.589 1.134 0.826
N 3.016 -0.764 -0.606
N -1.341 0.488 1.245
O 0.542 -1.001 -0.187
H -2.138 0.876 -0.683
H -2.197 -0.838 -0.123
H -0.403 -0.297 -1.861
H 0.345 1.009 -0.741
H 0.465 -0.686 0.803
H 2.136 1.910 1.262
H 2.400 -1.515 -0.792
H 3.866 -0.556 -1.154
H -1.103 1.438 1.365
H -2.219 0.393 1.768


17
Properties=species:S:1:pos:R:3 method="wB97M-V/def2-TZVPD" gap_ev=8.98 energy_ev=-9779.347 multiplicity=1 fmax_ev_per_a=4.62 lumo_energy_ev=-5.17 total_charge=+1 smiles="C[NH+](C)NCN=O"
C -1.165 0.378 1.059
N -0.432 -0.288 0.040
C -1.211 -1.385 -0.567
N 0.130 0.708 -0.871
C 1.594 0.972 -0.392
N 2.148 -0.202 0.235
O 3.311 -0.191 0.581
H -1.132 -0.342 1.916
H -0.825 1.314 1.502
H -2.211 0.763 0.867
H 0.427 -0.651 0.463
H -1.805 -0.891 -1.356
H -0.555 -2.226 -0.874
H -1.934 -1.632 0.258
H 0.025 0.415 -1.864
H 2.222 1.303 -1.203
H 1.414 1.955 0.204


17
Properties=species:S:1:pos:R:3 method="wB97M-V/def2-TZVPD" gap_ev="5.59 / 8.29" energy_ev=-9777.587 multiplicity=3 fmax_ev_per_a=6.16 lumo_energy_ev="-3.26 / -6.29" total_charge=+1
C 1.029 -0.792 -0.609
C 0.323 0.213 0.181
C -2.403 0.150 -0.381
N 2.496 -0.570 -0.685
N -3.136 -0.244 0.603
N 1.393 1.262 0.762
O 0.601 -1.090 0.684
H 0.425 -1.280 -1.415
H -2.265 -0.602 -1.217
H -2.041 1.096 -0.493
H 3.138 -1.347 -0.287
H 2.648 -0.458 -1.697
H -3.484 0.493 1.257
H -3.727 -1.092 0.450
H 0.853 2.086 0.974
H 2.277 1.174 0.196
H 1.873 0.999 1.677


18
Properties=species:S:1:pos:R:3 method="wB97M-V/def2-TZVPD" gap_ev=8.43 energy_ev=-11840.629 multiplicity=1 fmax_ev_per_a=0.32 lumo_energy_ev=4.15 total_charge=-1
N -0.645 -2.706 1.133
C -0.821 -2.197 -0.190
O -1.973 -1.809 -0.473
O 0.216 -2.169 -0.904
H -1.512 -3.034 1.520
H 0.132 -3.339 1.209
C 1.184 1.404 -0.228
C -0.310 1.217 -0.017
N -0.998 2.512 -0.097
N 1.879 0.152 -0.001
H 1.327 1.819 -1.243
H 1.535 2.162 0.479
H -0.689 0.484 -0.734
H -0.469 0.765 0.963
H -1.883 2.471 0.383
H -1.205 2.746 -1.059
H 1.399 -0.658 -0.416
H 2.833 0.179 -0.324